Formula: C15H17N5OsS2Se4
Source: the OMol25 dataset
Level of theory: ωB97M-V with the def2-TZVPD basis set

Geometry as XYZ:
```
44
C15H17N5OsS2Se4 ωB97M-V with the def2-TZVPD basis set
Os 0.0716 0.0572 0.3672
Se 2.4105 -0.2502 -0.0873
Se 3.3537 1.8011 -0.7624
Se 2.0904 3.2853 0.4603
Se -0.0692 2.3820 0.1775
C -4.1662 -0.0408 2.3871
C -2.7028 -0.0328 2.0365
S -2.2845 0.0268 0.3903
C -1.7135 -0.0775 2.9897
C -1.9710 -0.1134 4.4763
S -0.0804 -0.0969 2.5065
H -4.7703 -0.0212 1.4819
H -4.4271 0.8328 2.9866
H -4.4322 -0.9323 2.9584
H -3.0356 -0.1183 4.6986
H -1.5261 0.7559 4.9636
H -1.5234 -0.9999 4.9302
C -1.2922 -3.3206 1.4831
C -0.8203 -3.0470 0.1040
N -0.1195 -2.0145 -0.3292
C 0.1255 -2.2289 -1.6778
C -0.4283 -3.4018 -2.0519
N -1.0161 -3.9201 -0.9157
C -1.7462 -5.1667 -0.8403
N -1.0979 -6.1250 0.0124
N -1.7875 -6.6672 1.0474
N -1.0518 -7.5166 1.6499
C 0.1739 -7.5604 1.0122
C 1.3138 -8.3222 1.2893
C 2.4017 -8.1392 0.4712
C 2.3721 -7.2181 -0.6004
C 1.2587 -6.4636 -0.8857
C 0.1523 -6.6658 -0.0515
H -1.1423 -2.4414 2.0982
H -0.7346 -4.1519 1.9184
H -2.3502 -3.5868 1.4931
H 0.6929 -1.5247 -2.2600
H -0.4562 -3.9141 -2.9976
H -1.8409 -5.5487 -1.8561
H -2.7393 -5.0148 -0.4219
H 1.3251 -9.0199 2.1152
H 3.3063 -8.7054 0.6470
H 3.2584 -7.0987 -1.2094
H 1.2510 -5.7498 -1.6979
```

Its multiplicity is 1. The value obtained for the energy above the lowest of the compared OMol25 structures with the same formula, charge and spin is 13.5 kcal/mol. The frontier orbital gap (alpha / beta) is 5.17 / 5.30 eV. The net charge is 0. As for the highest occupied orbital energy (alpha / beta): -6.7 / -6.7 eV.